# 1
{
  "formula": "C2H13NO4",
  "method": "ωB97M-V/def2-TZVPD",
  "homo_energy_ev": [1.12, -6.69],
  "fmax_ev_per_a": 2.41,
  "spin_multiplicity": 2,
  "de_lowest_kj_mol": 65.7,
  "total_charge": -1,
  "lumo_ev": [3.520, 3.504],
  "energy_ev": -11963.1712,
  "elements": ["C", "N", "C", "O", "H", "H", "H", "H", "H", "H", "H", "H", "H", "O", "H", "H", "O", "H", "H", "O"],
  "coordinates": [[-0.109940, 1.397041, -0.868087], [1.371151, 1.384838, -0.912275], [2.046272, 1.286302, 0.359790], [2.033916, -0.144951, 0.640028], [-0.609112, 1.278426, -1.813640], [-0.348230, 0.597681, -0.159148], [-0.426323, 2.291811, -0.331078], [1.687790, 2.246523, -1.353729], [1.593364, 1.795436, 1.236637], [3.067993, 1.690814, 0.337528], [2.041912, -0.376460, -0.304348], [-2.112137, -2.642552, -1.695540], [-1.291029, -2.091962, -0.414413], [-1.867633, -1.884062, -1.157251], [0.838158, -1.905957, 1.036922], [1.375112, -3.246038, 1.390988], [0.561949, -2.833164, 1.069829], [-3.091345, 0.055968, 0.334100], [-3.580897, 0.282089, 1.656718], [-3.180971, 0.818218, 0.946968]],
  "atomic_forces_ev_per_a": [[0.9283, -0.1571, 2.2177], [0.3929, 1.5104, -0.7374], [-0.6973, -0.8922, 1.0920], [0.4338, 1.2515, -0.4112], [0.1275, -0.1775, -0.3458], [-0.5012, -0.1557, -0.5546], [-0.3888, 0.2997, -0.2862], [0.0081, -0.2609, -0.1733], [-0.3360, -0.2889, -0.4892], [-0.0595, -0.2755, -0.5685], [0.0225, -0.9745, 0.2188], [0.3091, -0.5256, 0.3701], [0.0930, -0.8399, -0.0295], [-0.4202, 1.4510, -0.2566], [-0.2096, 0.2803, -0.0315], [-0.1062, -0.2785, -0.0175], [0.2901, 0.1306, 0.0955], [0.3814, 0.6410, -0.3699], [0.1011, 0.6800, 0.2475], [-0.3689, -1.4182, 0.0297]]
}

# 2
{
  "formula": "C16H11O9S3Ti",
  "method": "ωB97M-V/def2-TZVPD",
  "homo_energy_ev": -11.97,
  "fmax_ev_per_a": 0.36,
  "total_charge": 1,
  "lumo_ev": -4.669,
  "energy_ev": -90809.5137,
  "elements": ["Ti", "O", "S", "O", "O", "C", "C", "C", "C", "C", "C", "S", "O", "O", "O", "H", "H", "H", "H", "C", "C", "O", "S", "C", "C", "C", "C", "C", "C", "C", "C", "H", "H", "H", "H", "H", "H", "H", "O", "O"],
  "coordinates": [[-1.182172, -0.320997, -0.452357], [-0.411738, 1.066539, 0.969015], [-1.709527, 1.198713, 1.691259], [-1.685436, 1.092328, 3.098861], [-2.530965, 0.160613, 0.962471], [-2.379211, 2.800213, 1.288580], [-2.750714, 3.544738, 2.394662], [-3.261171, 4.832445, 2.252928], [-3.403359, 5.393665, 1.003385], [-3.046948, 4.665935, -0.125239], [-2.539037, 3.380467, 0.008785], [-2.207261, 2.620215, -1.538524], [-0.562004, 2.833810, -1.735791], [-2.838012, 3.324514, -2.579908], [-2.341312, 1.181656, -1.468563], [-2.633141, 3.108773, 3.375396], [-3.544247, 5.387193, 3.136963], [-3.797718, 6.393512, 0.888037], [-3.174547, 5.087227, -1.111269], [4.829235, -5.930493, 0.698718], [4.157944, -4.609297, 0.450358], [4.640758, -3.534936, 0.641664], [2.500718, -4.832532, -0.269429], [2.085811, -3.170821, -0.683731], [2.192873, -2.134118, 0.242863], [1.808811, -0.857548, -0.112922], [1.286621, -0.611093, -1.397207], [1.199194, -1.651222, -2.330030], [1.599607, -2.919315, -1.969031], [0.746769, 0.691104, -1.689791], [0.132918, 1.726992, -1.712852], [5.594421, -5.800822, 1.460148], [5.305381, -6.256361, -0.227761], [4.113223, -6.693930, 0.998637], [2.576440, -2.325766, 1.233103], [1.898144, -0.041219, 0.591953], [0.806893, -1.456111, -3.318768], [1.539261, -3.729039, -2.683378], [-1.840346, -1.537388, -1.572970], [-1.176171, -2.077663, -0.408249]],
  "atomic_forces_ev_per_a": [[0.2450, 0.2152, -0.1408], [0.0886, 0.2442, 0.0300], [-0.2482, -0.0749, -0.1285], [0.0335, -0.1101, 0.0111], [0.0794, -0.0225, 0.1498], [-0.0160, 0.1339, -0.0278], [0.0416, -0.0675, -0.0994], [-0.0184, 0.0424, 0.0446], [-0.0190, 0.0479, -0.0093], [0.0414, -0.1193, 0.0528], [-0.0052, -0.0108, 0.0447], [0.1137, 0.0538, 0.0281], [-0.0639, -0.0440, 0.0401], [0.0848, 0.0174, -0.0532], [-0.0809, -0.2109, 0.0147], [-0.0096, 0.0096, 0.0144], [0.0029, -0.0018, -0.0022], [-0.0001, -0.0036, 0.0004], [-0.0088, 0.0169, -0.0013], [-0.0135, 0.0407, 0.0534], [0.0424, -0.0671, -0.1117], [0.0204, 0.0016, 0.0379], [0.0256, 0.0054, -0.0052], [-0.0445, 0.0021, 0.0119], [0.0186, -0.0320, 0.0096], [-0.0465, 0.0679, 0.0390], [-0.0418, 0.1394, 0.0487], [-0.0003, -0.0339, -0.0726], [-0.0055, 0.0111, -0.0111], [-0.0619, -0.1786, 0.0714], [0.0349, 0.0525, -0.0783], [-0.0055, -0.0035, 0.0076], [-0.0171, 0.0273, -0.0101], [-0.0138, -0.0015, 0.0054], [-0.0139, 0.0007, -0.0054], [0.0084, -0.0068, -0.0035], [0.0004, -0.0040, 0.0026], [-0.0038, -0.0026, -0.0018], [0.0371, -0.0525, 0.3113], [-0.1805, -0.0826, -0.2673]]
}

# 3
{
  "formula": "C4H25NO12",
  "method": "ωB97M-V/def2-TZVPD",
  "smiles": "O=CNC(=O)CCO.O.O.O.O.O.O.O.O.O",
  "homo_energy_ev": -10.11,
  "fmax_ev_per_a": 4.30,
  "de_lowest_kj_mol": 228.3,
  "total_charge": 0,
  "lumo_ev": 0.210,
  "energy_ev": -30612.7646,
  "elements": ["O", "C", "N", "C", "O", "C", "C", "O", "H", "H", "H", "H", "H", "H", "H", "O", "H", "H", "O", "H", "H", "O", "H", "H", "O", "H", "H", "O", "H", "H", "O", "H", "H", "O", "H", "H", "O", "H", "H", "O", "H", "H"],
  "coordinates": [[2.960118, 1.239609, 0.742485], [2.397044, 1.501470, -0.306712], [1.013103, 1.400695, -0.191904], [0.150746, 1.140243, -1.270742], [-0.974092, 0.834034, -0.939686], [0.746989, 1.406927, -2.605292], [-0.238680, 1.199328, -3.745054], [0.314563, 0.046322, -4.393604], [2.671249, 2.040682, -1.188124], [0.725895, 1.024369, 0.742532], [1.695010, 0.871643, -2.702902], [1.137424, 2.446999, -2.561774], [-1.244646, 0.768759, -3.337634], [-0.364668, 2.107502, -4.330446], [0.299867, 0.304298, -5.295619], [-2.729931, 3.598518, 0.174937], [-2.465379, 3.628810, -0.789376], [-2.443495, 2.838823, 0.676524], [-1.780279, -2.245721, 1.716667], [-1.370422, -3.125557, 1.720862], [-1.353749, -1.907336, 2.629507], [-0.324126, -2.281254, -0.818211], [-0.539119, -1.391852, -1.052106], [-0.938971, -2.802279, -0.302067], [1.758791, -2.193113, 0.882158], [0.853156, -2.100147, 0.577231], [1.773894, -3.108851, 1.221877], [-0.980853, 0.873388, 2.338891], [-1.062811, 0.125797, 1.665415], [-1.519230, 1.419030, 1.728922], [-3.387119, 0.410507, 1.642974], [-2.958819, -0.406081, 1.910329], [-4.093226, -0.037937, 1.033313], [1.416063, -0.027631, 2.673309], [1.139676, 0.638168, 3.251650], [2.409185, 0.000145, 2.665997], [0.213124, -2.318739, 3.587317], [0.743816, -1.564000, 3.263486], [-0.218103, -1.924802, 4.349453], [2.483607, -1.206939, -1.908634], [1.734210, -1.668782, -2.418489], [2.350204, -1.555041, -1.037456]],
  "atomic_forces_ev_per_a": [[1.7369, 0.4539, -1.7935], [-2.0746, 0.0214, 3.7702], [-0.2640, -1.0479, -0.7920], [1.1280, 0.9987, 2.7491], [-0.8241, -0.6561, -1.1690], [-0.2480, 1.6470, 0.0896], [-0.8204, -2.3657, 2.0544], [-0.2275, 0.5093, -0.4346], [1.3413, -0.1088, -0.6857], [0.1973, 0.4401, -0.9544], [-0.5363, -0.6060, -0.2903], [-0.6345, -0.1924, -0.0049], [1.4740, 1.6223, -0.4961], [-0.0277, -0.3156, -0.3973], [0.2237, -0.4184, -1.5835], [-0.2259, 1.3784, -1.4440], [-0.1591, -0.8715, 2.1077], [0.2428, -0.4863, -0.7546], [1.0824, 0.7931, 2.7056], [-0.2764, 0.1857, 0.0689], [-0.8916, -1.1385, -2.7632], [1.6062, -1.5000, -0.5050], [-1.3207, 0.7547, 0.2924], [-0.7683, 1.0036, -0.1834], [0.6731, -0.8747, 0.6164], [-0.3975, 0.1603, -0.4097], [0.2339, 0.6574, -0.2113], [-0.5201, -0.9356, -2.5817], [0.8339, 0.4656, 1.5641], [0.0717, 0.4898, 1.1603], [-2.7068, -1.6735, -2.1306], [0.3837, -0.1331, 0.4255], [1.6492, 1.7200, 1.4450], [2.2145, -1.8208, -0.9187], [-0.7744, 1.8250, 1.2955], [-1.3919, -0.0196, -0.2727], [-0.3117, 0.2238, 0.2144], [0.3279, 0.0608, -0.4100], [-0.0206, -0.2110, 0.4733], [-1.8030, -0.5963, -2.1117], [1.7290, 1.0510, 0.9441], [0.0755, -0.4899, 1.3215]]
}

Question: Number 2 is which compound?
Answer: C16H11O9S3Ti